A 5-piece molecular cluster, C2H12O5 overall, computed with wB97M-V/def2-TZVPD.

Each line ends with the Löwdin charge.
Geometry (Å):
C: -2.972 -1.635 2.257  0.00
C: -2.878 -0.417 1.607  -0.26
O: -1.977 -0.385 0.526  -0.08
H: -3.779 -1.527 3.054  0.07
H: -2.444 -2.539 2.036  0.04
H: -3.426 0.436 2.038  0.11
H: -1.976 0.586 0.187  0.14
H: 2.059 3.232 -2.686  0.00
H: 2.124 2.260 -1.391  -0.03
O: 1.651 2.941 -1.901  -0.08
H: 0.519 -1.508 -2.544  0.07
H: 0.779 -2.587 -3.617  0.03
O: 0.668 -2.501 -2.653  -0.10
H: 3.794 0.862 -0.552  0.05
H: 2.365 0.490 -0.183  0.06
O: 2.928 0.826 -0.951  -0.07
H: 0.489 -0.131 1.259  0.04
H: 0.815 1.204 1.944  0.08
O: 1.262 0.392 1.568  -0.08

Properties
M = 116.1 g/mol
energy relative to the best compared isomer or geometry (same formula, charge and spin) = 151.28 kJ/mol
HOMO-LUMO gap = 9.5 eV
LUMO level = 0.25 eV
SMILES = C=CO.O.O.O.O
spin multiplicity = 1
highest occupied orbital energy = -9.3 eV



C16H22N4O2S as an isolated structure, computed with wB97M-V/def2-TZVPD.

Each line ends with the Löwdin charge.
Geometry (Å):
C: -2.550 0.077 -3.258  -0.08
C: -2.214 0.932 -2.046  -0.18
C: -2.645 0.318 -0.692  -0.40
C: -4.169 0.239 -0.556  -0.02
C: -2.088 -1.038 -0.552  -0.17
N: -1.662 -2.096 -0.413  0.21
C: -2.087 1.236 0.420  -0.45
O: -2.745 2.172 0.827  0.08
N: -0.837 0.946 0.845  0.09
C: -0.164 1.732 1.865  -0.15
C: 0.261 0.839 2.996  -0.07
C: 1.432 0.833 3.622  -0.09
C: 2.593 1.751 3.341  -0.18
N: 3.612 1.154 2.473  0.05
C: 3.235 0.871 1.161  -0.49
O: 3.026 1.750 0.358  0.04
C: 3.272 -0.584 0.725  -0.10
C: 2.374 -0.890 -0.439  -0.50
C: 1.904 -2.123 -0.783  -0.08
C: 1.131 -2.068 -1.979  -0.48
C: 0.476 -3.247 -2.624  -0.05
N: 1.026 -0.872 -2.505  -0.26
S: 1.837 0.233 -1.610  1.05
H: -2.213 0.578 -4.165  0.08
H: -2.040 -0.886 -3.208  0.06
H: -3.622 -0.099 -3.352  0.07
H: -1.138 1.116 -2.021  0.10
H: -2.706 1.906 -2.106  0.13
H: -4.451 -0.095 0.441  0.10
H: -4.587 1.230 -0.717  0.09
H: -4.578 -0.457 -1.286  0.09
H: -0.324 0.197 0.403  0.11
H: 0.678 2.273 1.432  0.11
H: -0.897 2.465 2.206  0.13
H: -0.495 0.122 3.304  0.11
H: 1.582 0.106 4.414  0.10
H: 2.270 2.686 2.885  0.12
H: 3.083 2.019 4.277  0.12
H: 4.062 0.365 2.917  0.12
H: 4.308 -0.787 0.425  0.14
H: 3.047 -1.246 1.561  0.12
H: 2.085 -3.027 -0.218  0.12
H: 0.702 -4.164 -2.083  0.08
H: -0.605 -3.116 -2.632  0.05
H: 0.820 -3.350 -3.653  0.08

Properties
M = 334.4 g/mol
energy relative to the best compared isomer or geometry (same formula, charge and spin) = 130.56 kJ/mol
HOMO-LUMO gap = 9.6 eV
LUMO level = 0.46 eV
spin multiplicity = 1
highest occupied orbital energy = -9.1 eV